Entry 1:
{"formula": "C41H54CrN2OPSSe", "method": "ωB97M-V with the def2-TZVPD basis set", "homo_lumo_gap_ha": [0.249, 0.274], "multiplicity": 4, "e_tot_ha": -5964.8976, "symbols": ["Cr", "C", "C", "C", "P", "C", "C", "C", "C", "C", "C", "C", "C", "C", "C", "N", "C", "C", "C", "C", "C", "C", "C", "C", "C", "H", "H", "H", "H", "H", "H", "H", "H", "H", "H", "H", "H", "H", "H", "H", "H", "H", "H", "H", "H", "H", "H", "H", "H", "H", "H", "H", "H", "H", "H", "H", "Se", "C", "C", "C", "N", "C", "C", "H", "H", "H", "H", "C", "C", "C", "C", "C", "C", "C", "S", "C", "O", "H", "H", "H", "H", "H", "H", "H", "H", "H", "H", "C", "C", "C", "C", "C", "C", "H", "H", "H", "H", "H", "H", "H", "H", "H"], "positions_angstrom": [[0.0435, 0.2633, 0.4343], [-3.0080, -2.1621, 1.3544], [-3.2287, -0.7085, 1.7710], [-4.3329, -0.6105, 2.8209], [-1.6114, 0.0664, 2.2111], [-2.0428, 1.5527, 3.2053], [-2.6294, 2.6217, 2.2853], [-0.8688, 2.0736, 4.0280], [-0.7714, -1.1080, 3.2721], [-1.2838, -1.6253, 4.4597], [-0.6370, -2.6321, 5.1570], [-1.1618, -3.1498, 6.4680], [0.5403, -3.1335, 4.5955], [1.0738, -2.6382, 3.4235], [0.4377, -1.5869, 2.7359], [0.9399, -1.0275, 1.5845], [2.2470, -1.3987, 1.1781], [3.3717, -0.9627, 1.8952], [3.2219, -0.1083, 3.1198], [4.6343, -1.3266, 1.4453], [4.8175, -2.0897, 0.2985], [6.2009, -2.4203, -0.1912], [3.6885, -2.5231, -0.3879], [2.4033, -2.2095, 0.0469], [1.2069, -2.7935, -0.6565], [-3.9322, -2.5624, 0.9300], [-2.7341, -2.7757, 2.2148], [-2.2262, -2.2526, 0.6007], [-3.5358, -0.1467, 0.8860], [-4.0882, -1.1637, 3.7288], [-5.2428, -1.0553, 2.4107], [-4.5724, 0.4168, 3.0942], [-2.8122, 1.2176, 3.9074], [-1.8936, 2.9409, 1.5429], [-2.9172, 3.4993, 2.8676], [-3.5127, 2.2664, 1.7494], [-0.0619, 2.4496, 3.4014], [-0.4571, 1.2974, 4.6744], [-1.2116, 2.8963, 4.6600], [-2.2052, -1.2182, 4.8636], [-2.2464, -3.0500, 6.5273], [-0.7355, -2.6065, 7.3149], [-0.9160, -4.2040, 6.6016], [1.0605, -3.9416, 5.0995], [1.9916, -3.0562, 3.0302], [2.5120, 0.7003, 2.9395], [4.1823, 0.3222, 3.4028], [2.8477, -0.6930, 3.9636], [5.5038, -0.9745, 1.9913], [6.8609, -2.6824, 0.6363], [6.6518, -1.5674, -0.7049], [6.1838, -3.2565, -0.8902], [3.8073, -3.1526, -1.2645], [1.5201, -3.3532, -1.5382], [0.4852, -2.0437, -0.9820], [0.6632, -3.4718, 0.0058], [1.1274, 2.4654, 1.0591], [2.8279, 2.7651, 0.2631], [3.3508, 4.0588, 0.3236], [4.6013, 4.3169, -0.2088], [5.3732, 3.3946, -0.7857], [4.8675, 2.1658, -0.8363], [3.6211, 1.8039, -0.3488], [2.7864, 4.8571, 0.7878], [5.0061, 5.3231, -0.1655], [5.4958, 1.4094, -1.3008], [3.2864, 0.7842, -0.4453], [-1.8610, 2.9169, -6.9873], [-1.0637, 2.1909, -5.9404], [-0.6565, 2.8372, -4.7747], [0.0611, 2.1679, -3.7979], [0.3729, 0.8313, -3.9947], [-0.0340, 0.1581, -5.1354], [-0.7428, 0.8466, -6.1080], [1.3292, -0.0357, -2.7760], [2.9346, 0.6188, -3.2014], [0.9717, 0.6291, -1.4708], [-1.8843, 3.9885, -6.7955], [-2.8919, 2.5573, -7.0038], [-1.4433, 2.7571, -7.9819], [-0.9131, 3.8795, -4.6277], [0.3514, 2.6599, -2.8766], [0.1957, -0.8935, -5.2605], [-1.0659, 0.3277, -7.0027], [3.1357, 0.3494, -4.2383], [3.6655, 0.1658, -2.5368], [2.9203, 1.7001, -3.0692], [-4.9173, 0.2412, -1.5328], [-3.6910, -0.1999, -2.3433], [-3.4971, 0.7546, -3.5279], [-3.9083, -1.6284, -2.8616], [-2.4910, -0.1882, -1.4896], [-1.5073, -0.2050, -0.7740], [-5.7808, 0.3445, -2.1941], [-4.7383, 1.2030, -1.0491], [-5.1680, -0.4924, -0.7642], [-4.3931, 0.7558, -4.1541], [-2.6452, 0.4507, -4.1373], [-3.3165, 1.7724, -3.1787], [-4.7950, -1.6628, -3.4997], [-4.0488, -2.3229, -2.0324], [-3.0480, -1.9618, -3.4434]]}

Entry 2:
{"formula": "C5H7NO", "method": "ωB97M-V with the def2-TZVPD basis set", "homo_lumo_gap_ha": 0.291, "e_tot_ha": -324.5720, "symbols": ["C", "C", "C", "N", "C", "C", "O", "H", "H", "H", "H", "H", "H", "H"], "positions_angstrom": [[1.6023, 0.8310, -0.6591], [0.8129, 0.2628, 0.2440], [-0.2203, -0.7755, 0.1009], [-0.4981, -1.3784, -1.0770], [-0.7894, -0.9061, 1.3339], [-0.1462, -0.0262, 2.2853], [0.8096, 0.6411, 1.5703], [1.5713, 0.5422, -1.7058], [-1.3002, 2.2258, -0.5419], [2.2939, 1.6148, -0.3693], [-1.1247, -2.1672, -1.0812], [0.1675, -1.3412, -1.8324], [-1.5996, -1.5728, 1.6049], [-1.5788, 2.0496, 0.1274]]}

Entry 3:
{"formula": "C5H10CoO2", "method": "ωB97M-V with the def2-TZVPD basis set", "homo_lumo_gap_ha": [0.364, 0.243], "charge": 2, "multiplicity": 6, "e_tot_ha": -1728.8316, "symbols": ["C", "O", "C", "C", "H", "H", "H", "H", "H", "H", "C", "C", "O", "Co", "H", "H", "H", "H"], "positions_angstrom": [[1.7333, -1.5705, 1.3291], [1.4082, -0.8184, 0.1737], [1.0655, 0.5580, 0.3793], [1.0789, 1.1582, -0.9721], [1.9323, -2.5959, 1.0013], [2.6128, -1.1272, 1.8176], [0.8939, -1.5781, 2.0402], [1.7210, 1.0156, 1.1313], [2.0718, 1.3496, -1.3979], [0.3781, 1.9962, -1.0808], [-2.6988, 0.9622, -0.7926], [-2.2135, -0.3031, -0.2917], [-1.5195, -0.9972, -1.1317], [0.2254, -0.6422, -1.6439], [-3.5936, 1.4093, -0.3577], [-1.9942, 1.5096, -1.4261], [-2.9387, -0.8715, 0.3162], [-0.1627, 0.5456, 0.9058]]}

Entry 4:
{"formula": "C25H33O2SeW", "method": "ωB97M-V with the def2-TZVPD basis set", "homo_lumo_gap_ha": [0.227, 0.251], "charge": 1, "multiplicity": 3, "e_tot_ha": -3591.0935, "symbols": ["O", "C", "C", "H", "H", "C", "H", "H", "C", "H", "H", "H", "C", "H", "H", "H", "W", "C", "C", "C", "H", "C", "C", "H", "H", "H", "H", "C", "C", "C", "H", "C", "C", "H", "H", "H", "H", "O", "C", "C", "H", "H", "C", "H", "H", "C", "H", "H", "H", "H", "Se", "C", "C", "C", "C", "C", "C", "H", "H", "H", "H", "H"], "positions_angstrom": [[-0.5053, -0.0446, -0.6443], [-0.9649, 0.9038, 0.3645], [-2.1351, 1.3184, -0.5167], [-0.2060, 1.6574, 0.5489], [-1.1988, 0.4026, 1.2979], [-1.5141, 0.4503, -1.6220], [-2.2083, 2.3776, -0.7457], [-3.0996, 0.9546, -0.1727], [-0.8363, 1.2511, -2.7075], [-0.0692, 1.8978, -2.2876], [-1.5707, 1.8778, -3.2130], [-0.3728, 0.6100, -3.4517], [-2.3674, -0.6646, -2.1613], [-2.9369, -1.1485, -1.3734], [-1.7565, -1.4189, -2.6513], [-3.0691, -0.2671, -2.8940], [0.8177, -1.8059, -0.3071], [0.3018, -4.0519, 0.1812], [0.7114, -3.4394, 1.3825], [-0.2776, -2.4940, 1.7355], [1.6135, -3.6425, 1.9332], [-1.2726, -2.5143, 0.7500], [-0.9124, -3.4580, -0.2317], [-1.4692, -3.6993, -1.1214], [0.8285, -4.8348, -0.3339], [-0.2310, -1.8303, 2.5787], [-2.1372, -1.8745, 0.7213], [2.7261, -2.8570, -1.3323], [1.6270, -2.9866, -2.2138], [1.2415, -1.7008, -2.6268], [1.1563, -3.9065, -2.5129], [2.1077, -0.7722, -1.9989], [3.0289, -1.4935, -1.2177], [3.7726, -1.0640, -0.5727], [3.2274, -3.6602, -0.8189], [0.4494, -1.4779, -3.3192], [2.0468, 0.2996, -2.0564], [-2.5493, 5.0339, 0.0814], [-3.6851, 5.0563, -0.7907], [-4.2912, 6.4455, -0.6708], [-4.4002, 4.2878, -0.4762], [-3.3550, 4.8166, -1.8020], [-3.9595, 6.8026, 0.7728], [-5.3578, 6.4590, -0.8867], [-3.7988, 7.1372, -1.3551], [-2.5793, 6.1850, 0.9333], [-4.6700, 6.3312, 1.4525], [-3.9659, 7.8733, 0.9671], [-2.3651, 5.8704, 1.9553], [-1.7967, 6.8867, 0.6235], [2.3183, -0.6099, 1.5978], [3.5440, -2.0326, 2.2373], [4.7343, -2.4085, 1.5674], [5.5524, -3.4276, 2.0658], [5.2164, -4.0802, 3.2471], [4.0669, -3.7026, 3.9451], [3.2462, -2.6797, 3.4510], [5.0767, -1.9434, 0.6682], [6.4490, -3.7117, 1.5286], [5.8499, -4.8745, 3.6243], [3.8156, -4.2052, 4.8694], [2.3586, -2.4032, 4.0047]]}